Entry 1:
{"formula": "C7H15Be2N6O5", "method": "ωB97M-V with the def2-TZVPD basis set", "species": ["Be", "Be", "O", "C", "O", "O", "H", "C", "O", "N", "N", "H", "H", "H", "H", "C", "O", "N", "N", "H", "H", "H", "H", "C", "C", "N", "H", "H", "H", "C", "C", "N", "H", "H", "H"], "coordinates": [[24.836, -24.066, 1.144], [23.457, -20.410, 3.224], [21.080, -22.747, 0.617], [21.952, -21.995, 1.253], [21.589, -20.849, 1.632], [23.133, -22.439, 1.438], [20.259, -22.269, 0.383], [19.062, -17.977, 1.583], [18.474, -16.901, 1.526], [18.393, -19.168, 1.716], [20.416, -18.106, 1.582], [17.393, -19.160, 1.566], [18.850, -19.820, 2.331], [20.812, -19.034, 1.618], [20.964, -17.287, 1.798], [22.154, -25.943, 2.893], [23.210, -25.625, 2.300], [21.013, -25.211, 2.827], [22.081, -27.023, 3.698], [20.199, -25.589, 3.279], [21.052, -24.282, 2.455], [21.317, -27.090, 4.348], [22.666, -27.819, 3.497], [20.974, -25.376, -1.380], [22.300, -25.207, -0.857], [23.384, -25.078, -0.508], [20.783, -26.384, -1.752], [20.692, -24.675, -2.166], [20.229, -25.234, -0.592], [19.803, -18.700, -1.998], [19.609, -20.109, -1.631], [19.387, -21.202, -1.356], [20.800, -18.638, -2.434], [19.794, -18.072, -1.111], [19.040, -18.368, -2.697]], "mulliken_charge": [1.35, 1.07, -0.24, 0.61, -0.69, -0.53, 0.26, 0.60, -0.40, -0.31, -0.24, 0.25, 0.19, 0.27, 0.25, 0.59, -0.48, -0.29, -0.40, 0.20, 0.10, 0.19, 0.27, -0.87, 0.48, -0.23, 0.37, 0.34, 0.23, -0.71, 0.42, -0.47, 0.29, 0.18, 0.33], "lumo_energy_ev": -15.3536, "total_charge": 3, "homo_lumo_gap_ev": 2.51}

Entry 2:
{"formula": "C7H15Cl12OY", "method": "ωB97M-V with the def2-TZVPD basis set", "species": ["Y", "C", "O", "H", "H", "H", "C", "Cl", "Cl", "H", "H", "C", "Cl", "Cl", "H", "H", "C", "Cl", "Cl", "H", "H", "C", "Cl", "Cl", "H", "H", "C", "Cl", "Cl", "H", "H", "C", "Cl", "Cl", "H", "H"], "coordinates": [[-4.379, -0.427, 1.286], [-0.777, -0.173, 0.703], [-2.074, -0.069, 1.263], [-0.393, 0.844, 0.622], [-0.212, -0.725, 1.454], [-0.653, -0.667, -0.261], [-1.976, 2.710, -1.684], [-3.541, 1.920, -1.201], [-0.953, 1.553, -2.518], [-2.223, 3.500, -2.393], [-1.456, 3.090, -0.805], [0.656, -1.970, 4.435], [0.825, -3.662, 4.854], [2.081, -0.996, 4.647], [0.670, -2.035, 3.347], [-0.180, -1.483, 4.936], [1.391, -3.034, -3.380], [1.111, -1.539, -2.509], [0.387, -3.199, -4.885], [2.430, -2.983, -3.704], [1.254, -3.812, -2.629], [-2.259, -1.985, -2.454], [-3.034, -2.479, -3.935], [-3.401, -2.339, -1.040], [-1.375, -2.591, -2.259], [-2.082, -0.912, -2.530], [2.541, 1.200, -0.566], [2.814, 2.860, -1.029], [3.969, 0.288, -0.043], [1.718, 1.077, 0.138], [2.112, 0.700, -1.435], [1.551, 3.345, 2.808], [1.833, 4.991, 2.036], [-0.213, 2.935, 2.687], [2.016, 2.579, 2.187], [1.820, 3.486, 3.855]], "mulliken_spin": [1.13, 0.00, -0.16, 0.00, 0.00, 0.01, 0.00, 0.01, 0.00, 0.00, 0.00, 0.00, 0.00, 0.00, 0.00, 0.00, 0.00, 0.00, 0.00, 0.00, 0.00, 0.00, 0.00, 0.00, 0.00, 0.00, 0.00, 0.00, 0.00, 0.00, 0.00, 0.00, 0.00, 0.00, 0.00, 0.00], "spin_multiplicity": 2, "lumo_energy_ev": [-4.6915, -5.2964], "total_charge": 1, "homo_lumo_gap_ev": [6.37, 7.44], "s2": 0.75}